Entry from the OMol25 dataset: a cluster of 2 separate species, C17H15F3N2O in total (wB97M-V/def2-TZVPD).

Geometry as XYZ:
```
38
Properties=species:S:1:pos:R:3:nbo_charge:R:1
C -1.472 0.895 -3.762 -0.42
N -1.002 0.752 -2.385 -0.59
C -1.944 0.786 -1.449 0.57
C -3.352 0.063 -1.781 0.89
F -4.024 0.754 -2.771 -0.35
F -3.133 -1.214 -2.264 -0.34
F -4.221 0.004 -0.746 -0.31
O -1.875 1.192 -0.298 -0.62
H -2.409 0.395 -4.021 0.22
H -1.692 1.966 -3.890 0.19
H -0.662 0.585 -4.425 0.20
C 1.486 -0.492 -2.156 -0.70
C 0.742 0.463 -1.296 0.32
N 0.798 0.208 0.059 -0.40
C 1.025 1.100 1.156 0.17
C 1.524 2.380 1.105 -0.22
C 1.904 2.976 2.308 -0.20
C 1.798 2.285 3.528 -0.21
C 1.311 0.962 3.580 -0.20
C 0.953 0.359 2.376 0.00
C 0.619 -0.991 2.038 -0.10
C 0.526 -1.082 0.614 0.23
C 0.122 -2.250 -0.014 -0.26
C -0.114 -3.378 0.803 -0.19
C -0.010 -3.291 2.196 -0.22
C 0.344 -2.100 2.836 -0.17
H 2.124 0.049 -2.869 0.24
H 2.086 -1.262 -1.644 0.24
H 0.669 -0.934 -2.728 0.25
H 0.838 1.538 -1.471 0.23
H 1.614 2.880 0.137 0.22
H 2.289 3.998 2.314 0.22
H 2.108 2.764 4.457 0.22
H 1.230 0.392 4.507 0.22
H -0.002 -2.251 -1.084 0.23
H -0.398 -4.303 0.325 0.22
H -0.213 -4.186 2.791 0.22
H 0.412 -2.016 3.924 0.22
```

Summary:
Relative energy (zero: lowest compared OMol25 entry of this formula, charge and spin) = 53.95 kcal/mol
Spin multiplicity = 1



Entry from the OMol25 dataset: the molecule C2H2N4O2 (wB97M-V/def2-TZVPD).

Geometry as XYZ:
```
10
Properties=species:S:1:pos:R:3:nbo_charge:R:1
O 2.829 0.134 0.095 -0.49
N 1.822 -0.774 0.050 -0.08
C 0.652 -0.491 -0.236 0.47
N 0.227 0.815 -0.226 -0.19
N -0.987 1.228 -0.197 -0.13
C -1.942 0.204 0.067 0.10
N -1.619 -1.004 0.178 -0.08
O -0.374 -1.451 -0.342 -0.33
H 2.467 1.004 0.060 0.47
H -3.074 0.334 0.552 0.25
```

Summary:
Relative energy (zero: lowest compared OMol25 entry of this formula, charge and spin) = 178.25 kcal/mol
SMILES string = O/N=c1\nncno1
Spin multiplicity = 1



Entry from the OMol25 dataset: the molecule C5H6O3 (wB97M-V/def2-TZVPD).

Geometry as XYZ:
```
14
Properties=species:S:1:pos:R:3:nbo_charge:R:1
C -0.476 -1.592 -0.377 -0.63
C 0.441 -0.782 0.593 -0.26
C 1.113 0.719 0.384 0.06
O 0.877 1.192 -0.906 -0.44
C -0.284 1.487 -1.071 0.97
O -0.710 2.083 -2.023 -0.59
O -1.006 1.021 0.018 -0.50
C -0.157 0.549 0.967 0.03
H -1.462 -1.544 0.302 0.23
H 0.053 -2.635 -0.518 0.24
H -0.769 -1.027 -1.270 0.23
H 0.972 -1.322 1.372 0.23
H 2.025 0.973 0.603 0.21
H -0.617 0.877 1.928 0.21
```

Summary:
Relative energy (zero: lowest compared OMol25 entry of this formula, charge and spin) = 64.49 kcal/mol
SMILES string = C[C@H]1[C@H]2OC(=O)O[C@@H]12
Spin multiplicity = 1



Entry from the OMol25 dataset: the molecule C24H25N3O6 (wB97M-V/def2-TZVPD).

Geometry as XYZ:
```
58
Properties=species:S:1:pos:R:3:nbo_charge:R:1
C -9.313 1.450 3.389 -0.64
C -8.375 0.477 2.687 -0.07
O -7.224 1.138 2.165 -0.53
C -6.230 1.373 3.053 0.90
O -6.256 1.014 4.207 -0.66
N -5.215 2.083 2.506 -0.45
C -5.112 2.416 1.105 -0.21
C -3.995 1.604 0.446 -0.43
C -2.684 1.855 1.194 -0.04
N -1.582 1.127 0.586 -0.47
C -1.511 -0.252 0.460 0.69
O -2.345 -1.039 0.831 -0.55
C -0.217 -0.520 -0.217 -0.13
C 0.362 -1.709 -0.607 -0.16
C 1.602 -1.653 -1.234 -0.19
C 2.238 -0.436 -1.469 -0.11
C 3.553 -0.347 -2.189 0.66
O 3.784 0.554 -2.966 -0.59
N 4.415 -1.349 -1.866 -0.59
C 5.711 -1.581 -2.348 0.11
C 6.430 -2.636 -1.799 -0.23
C 7.710 -2.931 -2.233 -0.25
C 8.296 -2.163 -3.234 0.28
O 9.544 -2.359 -3.740 -0.49
C 10.323 -3.410 -3.224 -0.25
C 7.572 -1.103 -3.783 -0.23
C 6.297 -0.812 -3.351 -0.21
C 1.631 0.767 -1.095 -0.14
C 0.411 0.704 -0.460 -0.07
C -0.469 1.778 0.063 0.68
O -0.307 2.971 0.067 -0.54
C -2.853 1.480 2.668 -0.43
C -4.003 2.292 3.265 -0.22
H -9.599 2.252 2.713 0.21
H -8.816 1.876 4.256 0.23
H -10.205 0.924 3.716 0.21
H -8.855 0.024 1.817 0.19
H -8.052 -0.303 3.384 0.20
H -6.067 2.216 0.622 0.24
H -4.886 3.486 1.021 0.19
H -4.238 0.542 0.494 0.23
H -3.893 1.894 -0.601 0.22
H -2.409 2.914 1.112 0.23
H -0.137 -2.650 -0.432 0.24
H 2.057 -2.573 -1.572 0.22
H 4.120 -1.994 -1.146 0.40
H 5.986 -3.241 -1.020 0.20
H 8.234 -3.758 -1.783 0.21
H 10.519 -3.280 -2.155 0.17
H 11.265 -3.373 -3.769 0.20
H 9.848 -4.383 -3.392 0.17
H 8.036 -0.516 -4.558 0.23
H 5.751 0.010 -3.782 0.26
H 2.116 1.706 -1.309 0.25
H -3.080 0.416 2.746 0.23
H -1.932 1.684 3.218 0.22
H -4.198 1.987 4.294 0.25
H -3.755 3.360 3.245 0.19
```

Summary:
Relative energy (zero: lowest compared OMol25 entry of this formula, charge and spin) = 1.51 kcal/mol
SMILES string = CCOC(=O)N1CCC(N2C(=O)c3ccc(C(=O)Nc4ccc(OC)cc4)cc3C2=O)CC1
Spin multiplicity = 1



Entry from the OMol25 dataset: a structure of composition C43H62FN2OP2RbSSi (wB97M-V/def2-TZVPD).

Geometry as XYZ:
```
114
Properties=species:S:1:pos:R:3:mulliken_charge:R:1
Rb -0.925 2.295 -0.822 0.51
C -2.705 0.617 3.712 -1.67
Si -1.368 0.632 2.299 0.12
C -1.308 -1.336 2.088 0.73
C -1.066 -2.099 3.246 -0.22
C -1.047 -3.482 3.248 -1.04
C -1.285 -4.170 2.062 -0.94
C -1.512 -3.452 0.903 0.04
C -1.509 -2.046 0.890 0.03
P -1.691 -1.135 -0.718 0.53
C -3.041 -2.147 -1.513 0.36
C -3.351 -1.641 -2.928 -0.89
C -4.393 -2.543 -3.613 -0.94
C -5.407 -3.121 -2.609 -0.65
C -5.603 -2.156 -1.443 -0.85
C -4.305 -2.032 -0.629 -0.92
C -0.158 -1.682 -1.645 1.77
C -0.065 -3.105 -2.191 -0.39
C 1.383 -3.403 -2.625 -0.85
C 2.087 -2.161 -3.205 -0.23
C 1.075 -1.212 -3.841 -1.29
C 0.120 -0.664 -2.772 0.54
C 0.269 0.789 3.359 0.98
C 0.201 1.129 4.725 -0.32
C 1.328 1.372 5.496 -0.87
C 2.593 1.293 4.922 -1.01
C 2.697 0.971 3.578 -0.58
C 1.564 0.709 2.799 0.11
P 1.714 0.300 1.012 1.36
C 2.989 1.518 0.429 -0.10
C 3.510 1.108 -0.962 0.19
C 4.087 2.311 -1.730 -0.84
C 4.679 3.337 -0.766 -0.76
C 3.569 3.949 0.113 -0.91
C 2.434 2.943 0.387 -0.23
C 2.728 -1.294 1.014 0.88
C 1.922 -2.368 1.761 0.11
C 2.673 -3.698 1.814 -0.96
C 4.035 -3.560 2.535 -0.84
C 4.415 -2.093 2.756 -1.09
C 4.209 -1.288 1.472 -0.65
H -2.526 -0.060 4.558 0.43
H -2.838 1.632 4.104 0.33
H -3.663 0.330 3.263 0.32
H -0.866 -1.583 4.179 0.38
H -0.848 -4.026 4.166 0.38
H -1.287 -5.255 2.040 0.38
H -1.694 -4.003 -0.011 -0.01
H -2.750 -3.199 -1.590 0.30
H -3.705 -0.610 -2.868 0.44
H -2.446 -1.611 -3.536 0.07
H -4.919 -1.969 -4.381 0.47
H -3.887 -3.365 -4.129 0.26
H -6.356 -3.332 -3.109 0.42
H -5.043 -4.075 -2.214 0.29
H -5.892 -1.177 -1.840 0.33
H -6.421 -2.488 -0.799 0.47
H -4.296 -1.071 -0.103 0.27
H -4.272 -2.806 0.141 0.28
H 0.625 -1.566 -0.888 -0.84
H -0.376 -3.843 -1.453 -0.08
H -0.737 -3.205 -3.052 0.31
H 1.948 -3.771 -1.763 0.10
H 1.377 -4.209 -3.366 0.46
H 2.605 -1.620 -2.407 -0.18
H 2.854 -2.463 -3.923 0.59
H 1.575 -0.374 -4.331 0.53
H 0.516 -1.753 -4.615 0.41
H 0.563 0.239 -2.353 -0.58
H -0.810 -0.344 -3.249 -0.30
H -0.767 1.215 5.205 0.31
H 1.220 1.632 6.544 0.35
H 3.484 1.492 5.507 0.41
H 3.684 0.934 3.134 0.29
H 3.829 1.534 1.130 0.34
H 4.273 0.332 -0.845 0.18
H 2.693 0.676 -1.552 -0.75
H 4.840 1.966 -2.445 0.57
H 3.301 2.796 -2.308 0.16
H 5.437 2.854 -0.137 0.28
H 5.183 4.130 -1.323 0.46
H 4.000 4.290 1.059 0.31
H 3.153 4.822 -0.392 0.51
H 1.936 3.193 1.328 0.43
H 1.685 3.036 -0.404 -0.65
H 2.721 -1.579 -0.044 -0.39
H 1.698 -2.028 2.776 0.23
H 0.956 -2.506 1.270 -0.42
H 2.048 -4.445 2.309 0.50
H 2.825 -4.050 0.789 0.01
H 4.018 -4.082 3.496 0.33
H 4.819 -4.034 1.935 0.39
H 3.804 -1.664 3.553 0.26
H 5.457 -2.024 3.082 0.47
H 4.593 -0.277 1.602 0.24
H 4.825 -1.739 0.685 0.48
N -2.542 1.950 -3.805 -0.53
H -2.916 2.539 -3.065 0.20
H -2.849 2.383 -4.669 0.22
H -1.527 2.070 -3.785 0.21
F -5.100 8.147 0.582 -0.36
C -4.363 7.031 0.251 0.63
C -4.040 6.122 1.234 -0.68
C -3.292 4.997 0.871 0.12
C -2.833 4.716 -0.434 -0.81
C -3.216 5.709 -1.361 -0.36
C -3.965 6.850 -1.054 -0.74
H -4.368 6.294 2.254 0.37
H -3.058 4.292 1.670 0.23
H -2.906 5.605 -2.402 0.21
H -4.232 7.589 -1.804 0.34
O 2.033 4.788 -3.035 -0.57
S 0.763 4.052 -3.265 0.08
N 0.726 2.585 -3.218 -0.30
```

Summary:
Relative energy (zero: lowest compared OMol25 entry of this formula, charge and spin) = 0.00 kcal/mol
Spin multiplicity = 1
Total charge = -2



Entry from the OMol25 dataset: a cluster of 3 separate species, C3H10O3 in total (wB97M-V/def2-TZVPD).

Geometry as XYZ:
```
16
Properties=species:S:1:pos:R:3:nbo_charge:R:1
C -1.353 -0.363 -0.779 -0.14
C -0.613 -0.451 0.356 0.46
O 0.339 0.478 0.499 -0.52
C -0.622 -1.404 1.501 -0.76
H -2.128 -1.080 -1.056 0.25
H -1.186 0.477 -1.439 0.23
H 0.069 1.346 0.123 0.54
H 0.224 -1.134 2.157 0.29
H -1.531 -1.792 2.018 0.31
H -0.216 -2.408 1.200 0.31
H 1.109 -1.271 -1.105 0.43
H 1.763 -1.631 -2.450 0.48
O 1.956 -1.359 -1.545 -0.91
H 1.458 3.605 0.317 0.49
H 0.036 3.638 0.442 0.47
O 0.697 3.348 -0.238 -0.94
```

Summary:
Relative energy (zero: lowest compared OMol25 entry of this formula, charge and spin) = 22.24 kcal/mol
Spin multiplicity = 2
Total charge = +1



Entry from the OMol25 dataset: the molecule C2H5NOS (wB97M-V/def2-TZVPD).

Geometry as XYZ:
```
10
Properties=species:S:1:pos:R:3:nbo_charge:R:1
C 0.800 -1.762 -0.039 -0.80
S -0.024 -0.500 -0.978 0.43
N -0.121 0.947 -0.221 -0.83
C -1.095 1.739 0.376 0.54
O -0.893 2.930 0.394 -0.58
H 0.258 -2.162 0.859 0.23
H 0.518 -2.583 -0.745 0.24
H 1.906 -1.574 0.066 0.23
H 0.524 1.715 -0.617 0.40
H -1.875 1.250 0.904 0.13
```

Summary:
Relative energy (zero: lowest compared OMol25 entry of this formula, charge and spin) = 34.95 kcal/mol
SMILES string = CSNC=O
Spin multiplicity = 1



Entry from the OMol25 dataset: the molecule C17H15FN4O3S2 (wB97M-V/def2-TZVPD).

Geometry as XYZ:
```
42
Properties=species:S:1:pos:R:3:nbo_charge:R:1
O -0.393 -1.921 4.260 -0.65
C 0.651 -1.233 4.081 0.64
C 0.593 0.250 4.428 -0.60
S -0.493 1.038 3.180 0.34
C 0.646 1.492 1.951 0.28
N 1.836 0.897 1.628 -0.34
N 2.247 1.561 0.581 -0.25
C 1.335 2.434 0.235 0.41
C 1.314 3.388 -0.882 -0.28
N 0.246 3.005 -1.847 -0.61
C 0.413 2.808 -3.209 0.66
O 1.382 3.240 -3.763 -0.58
C -0.710 1.972 -3.763 -0.31
C -1.783 1.391 -3.124 -0.21
C -2.823 0.751 -4.073 -0.25
C -2.326 0.798 -5.441 -0.42
S -0.824 1.558 -5.518 0.48
O 0.373 2.536 1.173 -0.39
N 1.584 -1.733 3.259 -0.60
C 1.470 -3.037 2.497 -0.23
C 0.442 -2.820 1.383 -0.06
C 0.903 -2.153 0.214 -0.19
C 0.033 -1.941 -0.805 -0.29
C -1.363 -2.199 -0.601 0.39
F -2.384 -1.851 -1.463 -0.35
C -1.853 -2.729 0.551 -0.29
C -0.920 -2.984 1.563 -0.16
H 1.660 0.643 4.370 0.25
H 0.245 0.449 5.436 0.27
H 2.315 3.546 -1.406 0.27
H 1.017 4.352 -0.490 0.22
H -0.506 2.428 -1.527 0.38
H -1.998 1.437 -2.099 0.21
H -3.674 0.081 -3.754 0.24
H -2.538 0.266 -6.327 0.24
H 2.203 -1.032 2.823 0.42
H 2.369 -3.294 1.975 0.21
H 1.300 -3.897 3.137 0.23
H 1.924 -1.805 0.160 0.22
H 0.337 -1.491 -1.731 0.23
H -2.986 -2.770 0.487 0.24
H -1.266 -3.435 2.453 0.23
```

Summary:
Relative energy (zero: lowest compared OMol25 entry of this formula, charge and spin) = 44.95 kcal/mol
SMILES string = O=C(CSc1nnc(CNC(=O)c2cccs2)o1)NCc1ccc(F)cc1
Spin multiplicity = 1



What did the first record say?
Entry from the OMol25 dataset: a cluster of 2 separate species, C17H15F3N2O in total (wB97M-V/def2-TZVPD).

Geometry as XYZ:
```
38
Properties=species:S:1:pos:R:3:nbo_charge:R:1
C -1.472 0.895 -3.762 -0.42
N -1.002 0.752 -2.385 -0.59
C -1.944 0.786 -1.449 0.57
C -3.352 0.063 -1.781 0.89
F -4.024 0.754 -2.771 -0.35
F -3.133 -1.214 -2.264 -0.34
F -4.221 0.004 -0.746 -0.31
O -1.875 1.192 -0.298 -0.62
H -2.409 0.395 -4.021 0.22
H -1.692 1.966 -3.890 0.19
H -0.662 0.585 -4.425 0.20
C 1.486 -0.492 -2.156 -0.70
C 0.742 0.463 -1.296 0.32
N 0.798 0.208 0.059 -0.40
C 1.025 1.100 1.156 0.17
C 1.524 2.380 1.105 -0.22
C 1.904 2.976 2.308 -0.20
C 1.798 2.285 3.528 -0.21
C 1.311 0.962 3.580 -0.20
C 0.953 0.359 2.376 0.00
C 0.619 -0.991 2.038 -0.10
C 0.526 -1.082 0.614 0.23
C 0.122 -2.250 -0.014 -0.26
C -0.114 -3.378 0.803 -0.19
C -0.010 -3.291 2.196 -0.22
C 0.344 -2.100 2.836 -0.17
H 2.124 0.049 -2.869 0.24
H 2.086 -1.262 -1.644 0.24
H 0.669 -0.934 -2.728 0.25
H 0.838 1.538 -1.471 0.23
H 1.614 2.880 0.137 0.22
H 2.289 3.998 2.314 0.22
H 2.108 2.764 4.457 0.22
H 1.230 0.392 4.507 0.22
H -0.002 -2.251 -1.084 0.23
H -0.398 -4.303 0.325 0.22
H -0.213 -4.186 2.791 0.22
H 0.412 -2.016 3.924 0.22
```

Summary:
Relative energy (zero: lowest compared OMol25 entry of this formula, charge and spin) = 53.95 kcal/mol
Spin multiplicity = 1